The following is a DFT calculation (ωB97M-V/def2-TZVPD) of a structure of composition C19H19N7O5SV at a distorted geometry.

Each line ends with the Mulliken charge.
Geometry (Å):
C: -0.0614 2.0350 -0.9629  1.34
C: 0.7464 -4.6628 -2.3152  -0.04
H: -4.3051 1.1651 -1.2071  0.31
H: 1.2914 2.7639 -4.2468  0.37
O: 0.2660 -0.6335 1.2216  -0.76
C: 1.5407 -2.5026 -1.5991  0.86
C: -1.4779 2.3104 -0.6802  -1.63
H: 3.5993 -1.7236 -1.4836  0.26
C: 2.2041 1.6029 0.0148  0.09
H: 0.4525 2.1696 3.9889  0.47
S: 0.7411 3.2806 -1.9552  -0.28
H: 2.8084 -4.1009 -2.3130  0.37
C: -0.5760 -4.2451 -2.0425  -1.03
C: -2.3132 1.2599 -0.4579  1.27
H: 3.7252 2.8772 0.1652  0.26
H: -4.1597 0.7765 0.5094  0.29
H: -0.8840 -1.7456 3.0250  0.46
C: 0.1778 0.4196 1.9385  0.77
O: -1.8963 0.0350 -0.4020  -0.72
O: -0.2446 -0.1830 -3.0578  -0.47
C: -1.0890 -1.1873 5.1026  -0.58
H: -1.8729 3.3116 -0.8201  0.09
H: -1.5276 -2.1317 5.4047  0.36
C: -0.1817 0.2295 3.3770  0.17
H: 2.6801 2.4710 -3.1632  0.23
N: 0.2377 -2.1284 -1.3027  0.22
N: -1.1778 -0.0116 -3.8955  0.77
C: -3.8017 1.4427 -0.2777  -1.72
H: -0.1602 1.8134 6.3759  0.35
C: 2.5358 -1.5178 -1.3804  -0.77
H: -1.7435 -2.5747 -1.3173  0.45
C: -0.7381 -0.9832 3.7780  -0.37
N: 2.8406 2.6855 0.6116  -0.58
C: 0.0235 1.2348 4.3224  -0.34
H: 0.9355 -5.6571 -2.7056  0.36
N: 2.9012 0.6679 -0.5408  -1.52
V: 0.1187 -0.1530 -0.7710  0.08
N: 0.7770 1.5492 0.1579  1.01
O: -0.8952 -0.0943 -5.1058  -0.75
O: -2.3072 0.3131 -3.5213  -0.62
C: -0.8826 -0.1836 6.0425  -0.32
H: -4.0579 2.4727 -0.0250  0.40
C: -0.3237 1.0277 5.6464  -0.60
H: -1.1580 -0.3428 7.0796  0.35
N: 0.3849 1.6484 1.5413  -1.09
H: -1.4257 -4.8858 -2.2335  0.37
C: 1.5998 2.3742 -3.2763  -0.62
H: 1.3135 1.3279 -3.2171  -0.01
N: 2.0929 -0.3352 -0.9981  1.51
C: 1.7876 -3.8057 -2.0984  -1.19
H: 2.2374 3.4954 0.6121  0.29
C: -0.7581 -2.9710 -1.5420  -0.15

Cartesian forces, eV/Å:
0.35 -0.50 -0.15
0.00 0.00 0.01
-0.01 -0.04 -0.03
0.00 0.02 0.00
-0.09 -0.18 0.21
0.05 0.03 0.00
-0.19 0.04 0.06
-0.03 -0.06 -0.02
0.20 -0.07 0.01
0.01 0.01 -0.02
-0.07 0.02 -0.11
0.00 0.00 -0.02
-0.05 -0.04 -0.01
-0.05 0.28 0.05
0.01 -0.02 0.00
0.01 0.01 0.04
0.00 0.00 -0.02
0.15 0.14 0.03
0.04 -0.37 0.04
0.19 -0.40 0.16
-0.01 0.06 0.15
-0.02 0.03 0.16
0.00 0.01 0.01
-0.09 0.05 0.19
0.02 -0.02 0.01
0.45 -0.87 -0.11
0.07 0.93 -0.02
0.04 0.07 -0.04
-0.01 -0.01 0.00
0.08 0.11 0.09
-0.02 -0.02 -0.01
0.10 0.14 -0.09
-0.01 -0.04 -0.02
-0.03 -0.11 -0.17
0.00 0.00 0.00
0.03 0.18 0.03
-1.93 1.83 -0.67
0.31 -0.22 0.18
-0.04 -0.27 0.00
0.00 -0.36 0.00
0.00 -0.01 -0.01
-0.02 0.03 -0.03
-0.05 -0.08 0.11
0.01 0.00 -0.01
0.00 -0.10 0.17
0.00 0.01 0.01
0.02 0.05 0.03
-0.03 -0.04 -0.01
0.55 -0.16 -0.22
0.07 0.00 0.01
-0.01 0.02 -0.02
-0.02 -0.06 0.04

The spin multiplicity is 4. For the energy above the lowest of the compared OMol25 structures with the same formula, charge and spin, the calculation gives 3.356 eV. The HOMO energy (spin up / spin down) is 0.0124 / -0.0110 hartree. The total energy is -77199.9618 eV. Its net charge is -2.